Record 1
Below is 2 unconnected molecules or ions with the total composition C9H16N3O in a non-equilibrium geometry, with properties calculated with ωB97M-V with the def2-TZVPD basis set.

Each line ends with the natural charge from an NBO analysis.
Positions of all 29 atoms, in Å:
O1 1.8836 2.0948 0.1710  -0.69
N1 -1.3308 -1.4182 0.9147  -0.77
N2 0.6408 -0.5649 1.7656  -0.55
N3 -0.2675 -2.5287 2.5936  -0.77
C1 -0.3827 1.8062 -0.4004  -0.29
C2 -2.0338 -0.7331 -2.6620  -0.65
C3 -1.3587 1.0760 -1.0620  -0.24
C4 0.2959 0.2730 -2.6007  -0.17
C5 1.2716 0.9982 -1.9183  -0.27
C6 -0.3178 -1.4659 1.7791  0.68
C7 1.5564 -0.3619 2.8806  -0.42
C8 -1.0154 0.2333 -2.1379  -0.05
C9 0.9550 1.5666 -0.6966  0.27
H1 2.7061 2.2792 -0.3108  0.50
H2 -3.0515 -0.5194 -2.3129  0.22
H3 -1.9896 -2.1798 0.8532  0.42
H4 -1.3309 -0.7908 0.1172  0.44
H5 1.6783 -1.2547 3.4870  0.20
H6 2.2651 0.9100 -2.3401  0.23
H7 1.2240 0.4371 3.5359  0.22
H8 -1.1262 -3.0346 2.7476  0.42
H9 0.3991 -2.6099 3.3422  0.42
H10 -0.6297 2.3283 0.5108  0.24
H11 -1.8447 -1.7780 -2.3911  0.22
H12 -2.4219 1.1304 -0.8492  0.23
H13 -2.1140 -0.7701 -3.7532  0.24
H14 2.5507 -0.1366 2.5084  0.24
H15 0.5407 0.2573 1.1794  0.44
H16 0.5203 -0.2407 -3.5285  0.23

Properties
Molecular weight   182.25 g mol⁻¹
Charge   +1
E_LUMO   -2.626 eV
Total energy   -591.8507 a.u.
HOMO-LUMO gap   0.340 Ha

Record 2
Below is 12 unconnected molecules or ions with the total composition C43H86O19S7 in a non-equilibrium geometry, with properties calculated with ωB97M-V with the def2-TZVPD basis set.

Each line ends with the Mulliken charge.
Positions of all 155 atoms, in Å:
S1 1.8723 3.3954 2.2277  0.73
S2 3.9075 -1.0860 -0.4292  1.25
S3 2.2158 -5.3551 0.5175  1.40
S4 -5.3749 1.7189 1.5711  1.04
S5 1.6222 -2.6610 4.7095  0.96
S6 -2.9505 -2.9927 5.0238  1.20
S7 0.3449 7.0136 -1.2004  1.13
O1 4.6872 -0.4051 0.5849  -0.82
O2 -0.6552 7.9817 -1.5860  -0.69
O3 0.1021 1.1330 4.9937  -0.50
O4 1.6495 -2.3964 6.1235  -0.76
O5 -2.7705 3.7679 -3.1663  -0.48
O6 -4.3757 -3.2178 5.2734  -0.74
O7 -4.8688 1.0323 2.7388  -0.50
O8 3.5256 -4.7357 0.5548  -0.60
O9 -3.9719 -0.6322 -4.6588  -0.60
O10 1.7466 -6.0144 1.7074  -0.78
O11 -6.7719 2.0755 1.4157  -0.76
O12 1.4658 4.0505 3.4583  -0.73
O13 0.8524 2.8757 1.3483  -0.22
O14 0.3339 -2.5841 4.0274  -0.31
O15 -1.3095 -1.3175 -0.4172  -0.36
O16 2.5548 -1.4950 -0.1554  -0.31
O17 0.5366 0.2180 -3.9182  -0.46
O18 -2.0056 -3.1750 6.0799  -0.63
O19 1.1378 7.2948 -0.0260  -0.64
C1 -2.7118 3.4693 -4.3394  0.63
C2 -2.6925 -3.0535 2.3352  0.23
C3 -3.1994 -1.6679 2.7919  0.39
C4 1.0126 5.0821 -3.0092  -0.71
C5 -0.1357 -2.0326 -3.9274  -0.20
C6 -1.1682 2.7569 6.1748  -1.60
C7 -2.7338 -1.3753 4.2293  -0.68
C8 -1.9717 2.2161 -4.7592  -0.60
C9 -4.8784 0.7343 0.1003  -1.04
C10 -4.3627 3.1454 1.1525  -0.11
C11 -3.7890 -2.9884 -4.3344  -1.30
C12 -0.1654 -0.5651 -6.0449  -1.44
C13 3.5955 -2.7544 2.8853  0.62
C14 -3.5489 4.1459 -5.3957  -1.38
C15 5.6676 -1.7763 -2.3266  -0.87
C16 2.2171 -6.4348 -0.9378  -0.96
C17 3.6879 -4.0542 3.7175  -1.10
C18 4.6077 -0.8839 -3.0338  -0.76
C19 -1.8378 1.9151 3.8552  -0.21
C20 0.9437 -6.0802 -1.7228  -0.98
C21 -0.2597 0.7447 -0.8858  0.78
C22 -3.8250 1.5717 -0.6537  0.77
C23 0.7450 -4.5727 -1.5913  0.33
C24 2.9239 -1.7339 3.8188  0.13
C25 -0.5872 -0.4322 -0.0018  0.59
C26 3.2333 4.2307 1.3213  -0.43
C27 -0.8143 1.9221 4.9739  0.58
C28 -4.0949 3.0827 -0.3463  -0.75
C29 -2.4912 -3.9314 3.5499  -0.43
C30 2.9609 1.9586 2.7173  0.33
C31 -0.3791 5.3258 -0.9894  -0.93
C32 -3.8319 -1.5452 -3.8718  0.49
C33 1.4059 6.5047 -2.6663  -0.82
C34 4.8831 -2.4136 -1.1781  -0.60
C35 -3.6622 -1.2427 -2.4118  0.55
C36 0.0863 -0.7092 -4.5656  0.69
C37 0.5534 4.3495 -1.7209  1.97
C38 4.3569 3.2047 1.1914  0.01
C39 2.3036 -4.3023 4.3667  -0.66
C40 4.3727 2.4716 2.5171  -1.08
C41 0.0994 -0.4150 1.3310  1.89
C42 0.8415 -4.2741 -0.0933  0.67
C43 3.9620 -0.0404 -1.9506  -0.21
H1 4.1009 -2.9862 -1.6798  0.03
H2 3.5430 5.1142 1.8762  0.44
H3 -4.5752 -0.7154 -2.1369  0.25
H4 -3.4380 -2.1052 -1.7891  0.07
H5 0.9749 -3.2325 0.1879  -0.93
H6 -4.8205 4.0355 1.5812  0.63
H7 4.6275 3.0555 3.4066  0.45
H8 0.1074 -6.6367 -1.2999  0.34
H9 -3.2542 -2.9494 -5.2852  0.33
H10 -3.9667 1.5251 -1.7316  0.53
H11 6.4834 -1.1219 -2.0065  0.34
H12 -2.8487 -0.8393 2.1759  -0.45
H13 -4.5454 4.2397 -4.9710  0.32
H14 -3.2619 3.6864 -0.6967  -0.07
H15 -3.1315 5.1118 -5.6879  0.35
H16 4.5488 -2.3294 2.5766  0.56
H17 2.5418 1.5932 3.6558  0.67
H18 2.6421 1.1723 2.0266  -0.81
H19 -4.9403 3.3500 -0.9820  0.44
H20 -1.7455 -2.8712 1.8249  -0.80
H21 0.2319 4.9893 -3.7604  0.25
H22 -3.2295 -3.6331 -3.6623  0.30
H23 4.0991 2.4702 0.4222  -0.23
H24 -3.4271 2.9769 1.6911  -0.25
H25 -1.1465 -1.0446 -6.1445  0.34
H26 2.2578 -4.8850 5.2818  0.56
H27 2.9383 4.4969 0.3078  -0.04
H28 -3.1763 -0.6588 4.9170  0.66
H29 -3.3304 -3.5722 1.6197  0.50
H30 -0.6248 5.0878 0.0430  0.51
H31 -1.6549 -1.1997 4.2055  -0.09
H32 -4.2896 -1.6202 2.8195  0.52
H33 0.5275 -1.1258 -6.6735  0.39
H34 -1.2876 2.4356 -5.5815  0.43
H35 1.9303 4.6226 -3.3808  0.37
H36 -0.0249 -4.6813 0.4298  0.38
H37 -0.2397 2.9509 6.7147  0.40
H38 0.2251 0.6058 1.6868  -0.23
H39 1.4267 4.1289 -1.1088  -0.54
H40 -0.5702 1.7172 -0.5008  0.16
H41 -1.5433 3.7406 5.8904  0.39
H42 -4.5254 -0.1995 0.5318  0.34
H43 2.2758 -7.4542 -0.5596  0.49
H44 -2.6375 1.4009 -5.0593  0.53
H45 1.6028 -4.6842 3.6272  0.06
H46 -0.0240 3.4498 -1.9200  -1.15
H47 3.9668 -4.9119 3.1087  0.37
H48 5.3823 3.4726 0.9366  0.48
H49 -1.8588 2.2215 6.8245  0.32
H50 1.0824 -6.2681 -2.7876  0.42
H51 -1.4425 1.7188 -3.9437  -0.26
H52 0.8148 0.7467 -1.0743  0.02
H53 1.1965 7.1909 -3.4831  0.45
H54 -2.7813 2.3729 4.1489  0.60
H55 1.6076 -4.1023 -2.0791  -0.21
H56 5.4870 -2.9550 -0.4572  0.58
H57 4.9802 -0.2347 -3.8268  0.50
H58 -0.1138 -4.1618 -2.1165  0.16
H59 -1.4165 -4.1133 3.5995  -0.06
H60 -1.0040 -2.5196 -4.3705  0.29
H61 -1.3283 5.4128 -1.5245  0.27
H62 -1.9033 0.9024 3.4642  -0.25
H63 -2.9269 -4.9284 3.5310  0.57
H64 3.1116 -6.2281 -1.5223  0.31
H65 4.4091 -3.9842 4.5337  0.46
H66 3.8494 -1.4982 -3.5249  0.15
H67 2.9309 0.1688 -2.2357  -0.24
H68 5.1466 1.7018 2.5455  0.34
H69 -0.2468 0.4418 -6.4437  0.30
H70 -2.8328 -0.5471 -2.2865  -0.53
H71 2.9265 -2.8410 2.0312  -0.67
H72 3.6176 -1.4675 4.6184  0.59
H73 0.7563 -2.6609 -3.9805  0.51
H74 -0.2995 -1.9516 -2.8508  -0.44
H75 -0.4092 -1.0256 2.0814  -0.88
H76 -3.5095 3.5880 -6.3308  0.39
H77 -0.8175 0.6480 -1.8176  -0.52
H78 4.5127 0.8502 -1.6570  0.48
H79 2.6386 -0.8516 3.2509  -0.81
H80 -5.7613 0.6185 -0.5236  0.56
H81 6.1970 -2.5516 -2.8797  0.42
H82 -4.8277 -3.2704 -4.5055  0.41
H83 2.4328 6.5640 -2.3123  0.39
H84 1.0595 -0.9251 1.2562  -1.14
H85 -2.7889 1.3454 -0.4068  -0.86
H86 -1.4834 2.5796 3.0583  0.17

Properties
Molecular weight   1131.61 g mol⁻¹
Charge   0
E_LUMO   -0.384 eV
Total energy   -5906.7805 a.u.
HOMO-LUMO gap   0.323 Ha
Structure (SMILES)   O=S1(=O)CCCC1.O=S1(=O)CCCC1.O=S1(=O)CCCC1.O=S1(=O)CCCC1.O=S1(=O)CCCC1.O=S1(=O)CCCC1.O=S1(=O)CCCC1.CC(C)=O.CC(C)=O.CC(C)=O.CC(C)=O.CC(C)=O

Record 3
Below is a molecular structure, C35H61BN16O6SSi2 in a non-equilibrium geometry, with properties calculated with ωB97M-V with the def2-TZVPD basis set.

Each line ends with the Mulliken charge.
Positions of all 122 atoms, in Å:
S1 -0.4011 -2.9434 0.4274  0.82
Si1 4.1756 -0.9739 -2.9858  0.24
Si2 4.6116 -2.6639 -0.7432  0.40
O1 5.2512 -1.6735 -1.9044  -0.30
O2 2.3921 1.3957 -2.6454  -0.48
O3 4.1718 1.2775 -1.0819  -0.41
O4 -1.1613 -3.9670 1.0764  -0.56
O5 -1.1268 -1.7360 0.1202  -0.49
O6 0.1941 -3.4594 -0.9423  -0.22
N1 0.7202 0.6447 2.5917  -0.58
N2 0.8567 -6.2671 3.0029  -0.40
N3 -1.8265 2.7575 0.7404  -0.58
N4 -4.6329 -12.0241 5.9684  -0.36
N5 -5.7053 0.7907 -0.5173  -0.54
N6 5.5485 6.9731 -6.1637  -0.41
N7 -1.3628 -0.7448 5.9334  -0.41
N8 -1.2038 -3.6201 -3.6655  -0.56
N9 5.2736 9.9597 -2.7922  -0.53
N10 -5.1322 -7.8605 1.9330  -0.40
N11 4.1714 6.9323 1.4256  -0.47
N12 5.4267 4.0080 -1.1565  -0.63
N13 -3.3970 3.7490 -2.9152  -0.51
N14 -8.6343 3.7715 -2.7393  -0.42
N15 -1.4227 -0.1210 9.5672  -0.42
N16 3.1989 -0.7684 -6.3722  -0.44
C1 -4.2217 3.7051 -2.1142  0.40
C2 -7.5561 2.5537 -4.7733  -0.74
C3 -0.0460 -6.4362 3.6920  0.41
C4 -5.7404 -10.6225 4.0720  -0.57
C5 -4.9820 -0.0858 -0.6802  0.32
C6 -3.8341 -0.5495 8.6876  -0.77
C7 3.0351 -1.9663 -0.0020  -0.07
C8 -8.1599 3.2338 -3.6353  0.38
C9 2.2052 -0.2286 -6.1740  0.40
C10 -1.1865 -6.6576 4.5686  -0.77
C11 -3.2882 -6.0893 1.4310  -0.51
C12 -4.3196 -7.0821 1.7062  0.16
C13 0.8746 -0.0778 7.0831  -0.83
C14 -1.8280 0.5901 3.1157  -0.75
C15 -0.4085 0.6425 2.8087  0.53
C16 1.0206 -2.5471 1.4047  -0.39
C17 3.2965 8.2257 -5.7811  -0.74
C18 3.4097 8.1757 -0.7302  -0.48
C19 -4.0610 -1.1963 -0.8797  -0.38
C20 -2.4895 -0.3013 9.1860  0.38
C21 6.1129 9.2192 -3.0525  0.49
C22 -1.3731 2.2564 -0.1874  0.25
C23 2.3435 -3.0689 0.8246  -1.43
C24 -5.1245 -11.4081 5.1340  0.28
C25 3.8311 7.4797 0.4759  0.37
C26 4.5552 7.5232 -5.9940  0.36
C27 -0.4005 -4.4117 -3.8848  0.57
C28 5.6869 4.2537 1.4196  -0.77
C29 -0.7979 1.5888 -1.3451  -0.14
C30 -5.2692 3.6586 -1.1035  -0.44
C31 0.6521 -5.3935 -4.1023  -0.81
C32 7.1584 8.2737 -3.4153  -0.86
C33 -0.3733 -0.4578 6.4406  0.37
C34 5.5389 4.1124 -0.0176  0.59
C35 0.9406 0.4479 -5.9172  -0.62
B1 3.4983 0.7406 -2.1661  0.69
H1 -4.9963 -9.9892 3.5951  0.13
H2 3.0675 -1.9032 -3.3164  -0.14
H3 6.7646 7.2602 -3.3689  0.28
H4 1.3961 -5.3059 -3.3130  0.22
H5 0.6553 0.5242 7.9624  0.31
H6 -1.3179 -7.7252 4.7335  0.30
H7 2.7842 9.0256 -0.4663  0.32
H8 -2.0849 -6.2557 4.1057  0.17
H9 1.1267 -5.2169 -5.0651  0.33
H10 -3.3834 -5.2534 2.1202  0.25
H11 -2.3852 1.1597 2.3782  0.30
H12 -4.5664 -0.2077 9.4159  0.33
H13 4.9463 4.9611 1.7895  0.32
H14 -2.3024 -6.5353 1.5457  0.16
H15 -0.5785 2.3220 -2.1183  0.36
H16 2.8193 8.4228 -6.7385  0.29
H17 -3.3869 -5.7178 0.4145  0.38
H18 2.9953 -3.4243 1.6194  0.52
H19 -4.5974 -2.1408 -0.8128  0.39
H20 6.6830 4.6283 1.6472  0.31
H21 2.4027 2.2999 -2.3030  0.25
H22 0.1193 1.0787 -1.0564  0.02
H23 0.2284 -6.3952 -4.0873  0.32
H24 -6.5246 -9.9924 4.4851  0.26
H25 -1.9981 1.0108 4.1020  0.33
H26 4.2785 8.5322 -1.2765  -0.06
H27 -0.3750 -3.0875 -1.6424  0.16
H28 4.3358 -4.0273 -1.2547  -0.18
H29 2.8427 7.4960 -1.3637  0.24
H30 0.3234 -0.1644 -5.2628  0.17
H31 -1.0326 -6.1675 5.5273  0.32
H32 4.8015 1.9647 -1.3469  0.20
H33 1.4852 0.4928 6.3856  0.30
H34 5.6033 -2.8093 0.3450  -0.20
H35 1.4149 -0.9706 7.3899  0.27
H36 2.1581 -3.9279 0.1838  0.44
H37 -3.2811 -1.1747 -0.1248  -0.06
H38 -3.9781 -0.0159 7.7506  0.24
H39 0.8313 -2.8528 2.4280  0.56
H40 8.0023 8.3646 -2.7346  0.33
H41 -7.3018 3.2797 -5.5422  0.26
H42 2.3134 -1.6460 -0.7536  0.13
H43 2.6344 7.6158 -5.1704  0.24
H44 1.0353 -1.4639 1.3836  -0.13
H45 -5.0584 4.3887 -0.3249  0.31
H46 1.1297 1.4036 -5.4332  0.18
H47 -2.1630 -0.4452 3.1142  0.20
H48 -6.1721 -11.2841 3.3246  0.26
H49 5.5488 3.2866 1.9010  0.29
H50 -3.9685 -1.6146 8.5139  0.25
H51 3.4857 9.1688 -5.2715  0.26
H52 -6.6516 2.0392 -4.4550  0.25
H53 -5.3158 2.6656 -0.6601  0.10
H54 -3.6019 -1.1179 -1.8633  0.23
H55 3.2717 -1.1400 0.6662  0.43
H56 4.9421 -0.6204 -4.1942  -0.15
H57 -8.2567 1.8284 -5.1813  0.29
H58 7.4888 8.4716 -4.4323  0.31
H59 -6.2314 3.8888 -1.5581  0.20
H60 -1.5061 0.8616 -1.7369  0.09
H61 0.4146 0.6141 -6.8549  0.36

Properties
Molecular weight   901.03 g mol⁻¹
Charge   0
E_LUMO   0.077 eV
Total energy   -3699.8414 a.u.
HOMO-LUMO gap   0.360 Ha

Record 4
Below is 2 unconnected molecules or ions with the total composition C4H10O2P in a non-equilibrium geometry, with properties calculated with ωB97M-V with the def2-TZVPD basis set.

Each line ends with the natural charge from an NBO analysis.
Positions of all 17 atoms, in Å:
P1 -3.3133 -0.0595 0.1091  1.89
O1 -4.5839 0.6149 0.3571  -1.20
O2 -2.8087 -0.2388 -1.2778  -1.19
C1 0.8720 -1.2995 0.1035  -0.64
C2 1.5641 0.0704 0.0528  0.05
C3 1.1277 0.9379 -1.0918  -0.65
C4 2.3144 0.5054 1.0052  -0.45
H1 0.3176 1.7413 -0.7821  0.24
H2 -0.1614 -1.1516 -0.0199  0.25
H3 0.7789 0.2553 -1.8379  0.22
H4 1.2880 -1.9450 -0.7182  0.20
H5 -3.3899 -1.2828 0.7604  -0.24
H6 2.6531 1.5342 0.9476  0.19
H7 1.9102 1.5887 -1.4512  0.20
H8 1.3251 -1.7478 1.0352  0.20
H9 2.5412 -0.1406 1.8653  0.19
H10 -2.4351 0.6173 0.9427  -0.24

Properties
Molecular weight   121.10 g mol⁻¹
Charge   -1
E_LUMO   3.442 eV
Total energy   -650.2928 a.u.
HOMO-LUMO gap   0.293 Ha

Which of these has the highest charge? C9H16N3O

Among the records above, which one has the highest E_LUMO? C4H10O2P